This record from the Open Molecules 2025 dataset describes a structure of composition C72H83I3N9ORbS3Sb at a distorted geometry. The level of theory is ωB97M-V/def2-TZVPD.

Structure (XYZ):
```
173
Properties=species:S:1:pos:R:3:forces:R:3
Rb 0.900407 -0.866995 0.748357 -0.22 -1.23 0.87
C 0.014378 -4.908682 -0.223657 0.09 -0.04 0.15
C 0.958774 -5.459983 0.808419 -0.10 0.09 0.04
C 1.838357 -6.486740 0.498710 0.06 -0.02 0.03
C 2.722144 -6.978873 1.446199 0.00 0.00 -0.03
C 2.753796 -6.412482 2.708174 0.04 -0.05 0.02
C 1.893496 -5.378373 3.054245 -0.01 0.15 0.01
C 1.981032 -4.722417 4.408229 -0.04 -0.09 -0.11
C 0.974021 -4.922875 2.102147 0.19 -0.48 -0.03
N 0.110403 -3.859603 2.421478 -0.08 0.52 -0.18
C -0.884754 -4.015022 3.189635 0.22 -0.48 -0.13
C -1.313301 -5.344545 3.756847 0.05 0.04 -0.02
C -1.687771 -2.806210 3.571294 -0.30 0.35 0.21
C -3.014346 -3.025331 4.252343 0.03 0.05 0.00
N -1.193505 -1.663126 3.348000 0.47 -0.11 -0.23
C -1.847338 -0.469053 3.683103 -0.42 0.34 0.24
C -1.466522 0.226557 4.836836 0.11 -0.12 0.02
C -0.464084 -0.375642 5.783334 -0.12 0.00 -0.08
C -2.076835 1.442227 5.118502 -0.06 0.04 -0.05
C -3.060688 1.955386 4.288786 -0.03 0.05 -0.02
C -3.446692 1.245419 3.161235 -0.06 0.06 0.01
C -2.854644 0.030555 2.848055 0.02 -0.14 -0.02
C -3.300208 -0.768733 1.658651 0.05 0.04 0.08
H 0.044961 -5.512848 -1.130031 0.00 0.04 -0.02
H 0.294856 -3.884039 -0.479764 -0.08 0.02 -0.08
H -1.011104 -4.881273 0.149334 -0.02 0.04 -0.04
H 1.844058 -6.891615 -0.506237 -0.05 -0.01 0.01
H 3.395981 -7.786487 1.192296 0.02 0.02 0.00
H 3.468225 -6.768830 3.441718 0.00 0.01 0.00
H 2.974192 -4.873473 4.830944 -0.01 0.00 0.04
H 1.254378 -5.146823 5.106683 0.01 0.06 0.04
H 1.787760 -3.651421 4.323614 0.02 0.00 0.07
H -0.681106 -6.139026 3.367018 -0.03 -0.01 0.04
H -2.349924 -5.561951 3.496956 -0.02 0.02 0.04
H -1.238973 -5.341445 4.846423 -0.05 0.00 0.00
H -3.680886 -3.622142 3.626853 0.00 -0.04 0.02
H -3.491359 -2.069756 4.462144 -0.01 -0.04 0.01
H -2.879470 -3.559099 5.194294 -0.02 -0.05 -0.02
H 0.256599 -0.986690 5.240921 0.02 0.04 0.06
H -0.974018 -1.015948 6.509245 0.04 -0.04 0.00
H 0.062182 0.398387 6.342221 0.03 0.00 -0.01
H -1.787095 1.988794 6.008733 0.03 -0.05 0.02
H -3.547053 2.893919 4.528147 0.04 0.00 0.01
H -4.238686 1.629368 2.526194 0.03 -0.02 -0.02
H -4.170981 -0.306051 1.199593 0.01 -0.06 0.04
H -3.563429 -1.789985 1.944150 0.00 0.01 -0.06
H -2.503340 -0.831059 0.915759 -0.01 -0.07 -0.03
N -0.292738 1.424772 0.489329 -0.34 0.66 0.24
S -0.839693 2.683744 0.055541 -0.20 0.10 -0.44
N -0.359946 3.302425 -1.480314 -0.21 0.24 0.08
S -0.942753 2.954460 -2.846101 0.26 -0.15 -0.07
N -1.064819 1.486192 -3.341495 -0.10 0.19 0.04
S 0.088189 0.309699 -3.244135 -1.00 1.08 -0.30
N 0.373830 -0.182137 -1.875567 -0.70 0.73 -0.77
C 1.548372 0.976506 -4.096091 -0.23 0.13 -0.14
C 2.440598 1.628907 -3.257228 -0.18 0.20 0.16
C 3.672451 2.022587 -3.744028 0.00 0.14 -0.03
C 4.008805 1.762735 -5.065477 0.05 0.01 -0.04
C 3.109666 1.115896 -5.898778 0.00 -0.01 0.01
C 1.870886 0.716182 -5.417237 -0.09 -0.03 -0.03
C -0.686484 -0.784044 -4.454833 -0.01 0.30 -0.14
C -1.193653 -0.206641 -5.613940 -0.07 -0.02 -0.06
C -1.739611 -1.012550 -6.599937 0.01 0.05 0.02
C -1.755603 -2.390542 -6.433257 0.00 -0.08 0.02
C -1.273947 -2.955594 -5.261413 -0.11 0.05 -0.05
C -0.752777 -2.153011 -4.257505 0.10 -0.02 0.20
C -0.032981 3.961063 -4.010462 0.28 -0.18 0.07
C 0.988987 4.798285 -3.606290 0.00 -0.07 0.23
C 1.686328 5.514945 -4.566475 0.03 0.01 -0.04
C 1.354559 5.385052 -5.906076 0.06 0.06 -0.04
C 0.305717 4.561902 -6.297399 -0.03 -0.01 0.05
C -0.398965 3.849463 -5.344422 -0.04 -0.11 -0.02
C -2.553837 3.638611 -3.195750 -0.19 -0.25 0.22
C -3.524086 2.915244 -3.865566 0.09 -0.20 0.03
C -4.718839 3.542656 -4.184479 -0.06 0.08 -0.03
C -4.921853 4.870312 -3.837392 -0.04 -0.01 -0.03
C -3.933964 5.585512 -3.172095 0.03 0.00 0.01
C -2.739255 4.968648 -2.847847 0.11 -0.01 0.11
C -2.641502 2.756772 -0.035979 0.12 0.28 0.17
C -3.358399 3.860618 0.404077 -0.08 0.06 -0.12
C -4.744195 3.804843 0.425386 0.05 0.03 0.02
C -5.400801 2.658890 0.000198 -0.08 0.02 -0.03
C -4.673892 1.568850 -0.456110 0.01 0.07 -0.14
C -3.289217 1.611945 -0.470341 0.27 -0.10 -0.16
C -0.416109 4.155435 1.004635 -0.11 0.02 -0.36
C -0.781652 4.142502 2.343654 -0.05 -0.18 0.00
C -0.485801 5.239540 3.134734 0.00 0.06 -0.01
C 0.204033 6.319031 2.597624 -0.03 0.01 0.04
C 0.582253 6.315448 1.262617 -0.01 -0.02 0.06
C 0.256175 5.235268 0.453450 0.05 0.09 -0.01
H 2.178806 1.773194 -2.215203 0.01 -0.04 -0.10
H 4.380444 2.507496 -3.083610 -0.02 -0.02 0.01
H 4.984117 2.044587 -5.440641 -0.01 -0.01 0.00
H 3.385107 0.877603 -6.917399 -0.01 0.04 -0.01
H 1.199309 0.165437 -6.059232 0.03 -0.03 0.00
H -1.154308 0.866707 -5.738915 -0.03 -0.01 -0.04
H -2.146185 -0.566611 -7.497937 0.04 0.00 -0.02
H -2.143276 -3.025792 -7.219046 -0.03 0.01 0.01
H -1.293833 -4.028402 -5.125130 -0.01 0.00 0.01
H -0.402059 -2.597101 -3.338732 0.05 0.04 0.05
H 1.228814 4.877869 -2.554161 0.09 -0.07 -0.07
H 2.497663 6.164101 -4.265860 -0.01 0.01 -0.01
H 1.912351 5.934492 -6.653084 -0.01 0.00 0.01
H 0.037910 4.475739 -7.341611 0.00 0.01 0.00
H -1.236080 3.220206 -5.622690 0.06 -0.02 -0.07
H -3.331757 1.882989 -4.129675 -0.05 0.01 0.02
H -5.490239 2.998613 -4.713045 0.01 -0.02 0.02
H -5.855315 5.355423 -4.091170 0.01 0.00 -0.01
H -4.093116 6.623295 -2.912340 0.00 -0.01 0.02
H -1.947471 5.502730 -2.334422 -0.06 0.05 0.01
H -2.855394 4.762362 0.720482 0.05 0.01 0.06
H -5.304766 4.657870 0.785315 -0.02 -0.02 -0.03
H -6.482405 2.620836 0.027118 0.01 -0.03 -0.01
H -5.184347 0.676851 -0.797690 0.00 0.03 0.02
H -2.698783 0.765108 -0.806425 -0.04 -0.02 0.06
H -1.295796 3.281172 2.755087 -0.05 0.00 0.04
H -0.800080 5.255299 4.170024 0.06 -0.05 0.02
H 0.441455 7.170520 3.221971 0.00 0.00 0.00
H 1.116171 7.163263 0.853838 0.00 -0.02 -0.04
H 0.507873 5.229982 -0.597136 0.00 0.04 0.08
I 2.041972 -1.492563 -2.437559 2.03 -2.30 0.40
I 4.218155 -3.311696 -3.008953 -0.06 0.07 -0.09
C 7.197715 -3.300207 0.858212 -0.15 0.06 -0.10
Sb 5.477730 -1.997244 0.668782 0.38 -0.29 0.22
C 5.431664 -1.624895 2.806737 -0.04 0.07 -0.13
C 4.085037 -3.626251 0.804580 -0.05 0.19 -0.06
H 7.030446 -4.049737 1.631901 -0.03 0.01 0.00
H 8.081136 -2.714371 1.111481 0.00 0.00 -0.01
H 7.367336 -3.798851 -0.095948 0.04 -0.02 0.02
H 6.392963 -1.235682 3.144460 0.00 0.03 -0.04
H 5.225225 -2.557166 3.334962 0.00 -0.01 -0.02
H 4.651715 -0.902056 3.038586 -0.02 0.04 0.06
H 4.209266 -4.120986 1.765507 -0.03 -0.01 0.05
H 4.287810 -4.329927 0.000611 -0.06 0.01 -0.03
H 3.056378 -3.269511 0.705197 0.05 -0.09 -0.01
C -4.217692 -4.716344 -0.699737 0.03 0.04 0.00
C -4.159248 -3.441797 -1.553768 -0.30 -0.15 -0.05
C -5.275241 -2.469095 -1.145907 0.05 0.02 0.01
C -4.269236 -3.786851 -3.043821 0.05 0.03 0.00
C -2.873278 -2.784933 -1.306821 0.31 0.16 0.12
N -1.875474 -2.266672 -1.066709 -0.08 -0.05 -0.02
H -5.181561 -5.206550 -0.840361 0.00 0.01 -0.01
H -4.098970 -4.477806 0.358187 -0.02 -0.01 0.01
H -3.428339 -5.411746 -0.985765 -0.01 0.00 0.00
H -6.246686 -2.931610 -1.322650 0.01 -0.02 0.00
H -5.215627 -1.550583 -1.732313 -0.02 -0.01 -0.02
H -5.197216 -2.209684 -0.089627 -0.02 -0.01 0.00
H -5.247482 -4.225286 -3.244111 0.00 -0.01 0.02
H -3.501791 -4.504855 -3.331513 0.01 -0.02 -0.01
H -4.151136 -2.895960 -3.662052 -0.02 0.00 0.00
I 1.664728 1.887420 3.305401 0.09 -0.09 0.22
C 2.615118 0.860411 4.883044 -0.05 -0.01 -0.08
C 3.094492 1.555846 5.983541 0.02 0.04 0.02
C 3.656480 0.812138 7.008949 -0.05 0.03 -0.01
C 3.726463 -0.567550 6.886426 0.01 -0.01 0.00
C 3.227004 -1.150656 5.733398 0.05 0.03 0.09
N 2.667866 -0.447019 4.750302 0.03 -0.02 -0.17
H 3.027410 2.632839 6.034443 -0.01 0.00 0.00
H 4.026994 1.307099 7.897186 0.03 0.00 -0.01
H 4.163708 -1.174690 7.666649 -0.01 -0.02 -0.02
H 3.269588 -2.222732 5.580594 0.01 0.00 0.03
C 5.496018 1.941854 -0.195734 -0.03 -0.10 0.02
N 4.125640 2.421848 -0.187857 0.21 -0.01 -0.06
C 3.923652 3.853073 -0.203848 -0.07 -0.01 0.11
C 3.103442 1.576916 0.029614 -0.09 0.20 -0.01
O 3.192955 0.368031 0.165984 0.34 0.33 0.02
H 6.073490 2.504600 -0.930024 0.01 0.01 0.00
H 5.503353 0.885825 -0.455116 -0.01 -0.02 0.01
H 5.958476 2.063021 0.788062 0.01 0.02 -0.02
H 4.459524 4.296306 -1.045853 -0.04 0.02 -0.02
H 4.289387 4.314765 0.718101 0.01 0.01 -0.02
H 2.859550 4.073429 -0.297139 0.01 -0.01 -0.01
H 2.128906 2.095948 0.050255 -0.04 -0.08 0.03
```
Forces are in eV/Å.

The HOMO energy comes out at -8.76 eV. Its total charge is +1. For the relative energy (zero: lowest compared OMol25 entry of this formula, charge and spin), the calculation gives 126.3 kJ/mol. For the orbital gap, the calculation gives 6.58 eV. As for the LUMO energy: -2.19 eV.

Atom charges from the Mulliken analysis, given in e for atoms 1 to 4: number 1, Rb, carries 0.22; number 2, C, carries -0.92; number 3, C, carries 1.09; number 4, C, carries -0.90